[1]
Entry from OMol25: C5H21BeFeN10O6 as an isolated structure in a non-equilibrium geometry (ωB97M-V with the def2-TZVPD basis set).

Computed properties:
**HOMO (alpha / beta)**: -12.4 / -14.9 eV
**Net charge**: +2
**E_tot**: -2480.09678 Ha
**HOMO-LUMO gap (alpha / beta)**: 0.1959 / 0.2836 hartree
**ΔE to the lowest compared entry with this formula, charge and spin**: 0.0 kJ/mol
**Maximum force**: 7.554 eV Å⁻¹
**2S+1**: 6
**⟨S²⟩**: 8.76

Element x y z (Å)
H (3.743, -3.204, -2.353)
H (-3.724, 0.884, 1.566)
H (1.488, -0.767, -2.928)
H (-1.255, 2.242, 3.945)
H (-1.498, -2.327, -4.469)
H (2.393, -2.016, -3.678)
H (-0.782, -3.692, -3.593)
C (-1.176, -2.041, -2.518)
O (2.326, -1.018, -0.689)
Fe (1.509, -0.947, 1.189)
H (4.712, 2.566, 0.317)
H (4.886, 0.944, 0.962)
H (1.695, 3.280, 1.183)
C (3.061, 1.837, 1.061)
C (-1.260, 3.109, 2.149)
H (-1.888, 1.222, 2.682)
H (-3.377, -2.436, 1.301)
O (2.434, 0.980, 1.626)
O (-0.088, 0.051, 0.514)
H (-3.489, -0.669, 2.383)
H (-3.634, -2.260, -0.481)
C (-3.431, -0.666, 0.388)
N (-3.518, -1.902, 0.456)
H (3.905, -2.990, -0.675)
O (-1.529, 3.007, 0.961)
N (-1.054, -2.721, -3.652)
N (4.319, 1.761, 0.782)
H (-0.911, -0.427, 0.734)
H (-0.846, 5.109, 2.272)
H (-0.882, 4.189, 3.737)
N (2.121, -1.547, -2.826)
N (-1.403, -2.830, -1.555)
N (-1.500, 2.107, 2.975)
N (3.461, -2.690, -1.531)
H (-1.354, -2.455, -0.618)
N (-3.521, -0.105, 1.546)
C (2.658, -1.702, -1.647)
N (-1.053, 4.239, 2.742)
H (-1.479, -3.812, -1.778)
O (-3.481, 0.028, -0.652)
Be (-1.313, 1.553, -1.045)
N (2.644, 3.109, 0.883)
O (-1.269, -0.773, -2.303)
H (3.360, 3.779, 0.640)

Results of the Löwdin charge analysis, in e, for atoms 1 through 4: atom 1 (H): 0.139, atom 2 (H): 0.134, atom 3 (H): 0.130, atom 4 (H): 0.117


[2]
Entry from OMol25: a 2-piece molecular cluster, C10H13O3 overall in a non-equilibrium geometry (ωB97M-V with the def2-TZVPD basis set).

Computed properties:
**HOMO**: -3.4 eV
**Net charge**: -1
**E_tot**: -614.63403 Ha
**HOMO-LUMO gap**: 0.2533 hartree
**ΔE to the lowest compared entry with this formula, charge and spin**: 71.6 kJ/mol
**Maximum force**: 1.820 eV Å⁻¹

Element x y z (Å)
C (1.883, -2.508, -1.137)
O (2.512, -1.157, 2.094)
C (-2.044, 0.848, -0.144)
H (-3.411, 0.187, -1.689)
H (-1.394, 1.396, -2.106)
H (-3.900, -0.241, -0.018)
H (0.907, -2.710, 0.836)
H (2.410, -1.647, -1.565)
C (0.525, 1.732, 0.722)
H (0.818, 2.296, -1.327)
H (2.548, 0.843, 0.511)
O (1.740, 1.976, 1.098)
C (-1.120, 1.401, -1.054)
C (1.313, -1.934, 0.181)
H (0.427, -1.389, -0.159)
C (-0.486, 1.378, 1.651)
C (0.129, 1.811, -0.643)
C (2.256, -1.030, 0.922)
H (2.707, -3.200, -0.958)
H (-2.386, 0.555, 1.944)
C (-3.440, 0.513, -0.647)
C (-1.710, 0.908, 1.196)
H (-3.983, 1.442, -0.728)
H (1.122, -2.907, -1.795)
O (2.784, -0.084, 0.135)
H (-0.206, 1.521, 2.681)

Results of the Löwdin charge analysis, in e, for atoms 1 through 4: atom 1 (C): -0.098, atom 2 (O): 0.080, atom 3 (C): -0.327, atom 4 (H): 0.059


[3]
Entry from OMol25: C46H60BIIrN5O6 as an isolated structure in a non-equilibrium geometry (ωB97M-V with the def2-TZVPD basis set).

Computed properties:
**HOMO (alpha / beta)**: -9.0 / -10.2 eV
**Net charge**: +1
**E_tot**: -2940.70916 Ha
**HOMO-LUMO gap (alpha / beta)**: 0.2612 / 0.1952 hartree
**ΔE to the lowest compared entry with this formula, charge and spin**: 0.0 kJ/mol
**Maximum force**: 2.076 eV Å⁻¹
**2S+1**: 6
**⟨S²⟩**: 8.77

Element x y z (Å)
C (-0.319, -1.368, -2.934)
H (0.174, -1.345, -1.941)
C (1.154, 5.544, 1.606)
C (-1.280, -2.415, 0.700)
H (4.243, -1.520, -0.082)
H (1.661, 2.933, -4.354)
O (3.608, -8.136, -2.538)
O (1.033, 2.003, -1.326)
N (1.613, -2.580, 0.702)
H (1.807, 4.240, 3.161)
C (-0.718, -2.096, 3.082)
C (-1.103, -3.095, 2.021)
C (-2.484, 5.967, -0.821)
H (-1.874, 4.001, -1.441)
H (-6.340, 0.579, 0.077)
C (1.152, 4.356, 2.314)
H (2.053, 4.385, -1.118)
C (-2.074, -0.306, -4.396)
H (-3.052, 0.173, -4.419)
H (3.408, -3.944, 3.179)
C (2.562, -8.157, -1.613)
H (-3.571, -1.768, 2.430)
H (3.427, -7.458, -3.200)
C (2.866, -3.897, 2.249)
H (0.003, 2.767, -3.768)
H (2.663, -9.094, -1.063)
C (4.979, -0.730, -0.025)
H (2.414, -1.798, 2.420)
C (-0.998, 2.002, 3.630)
H (-1.247, 5.523, -3.202)
N (-1.456, 2.456, 0.478)
C (2.718, -5.018, 1.447)
C (-4.219, -1.095, -0.218)
H (-2.165, -1.796, 0.640)
H (0.413, -1.023, -3.663)
H (1.805, 6.350, 1.906)
H (-5.136, -2.463, 2.017)
H (-5.044, -1.117, 3.143)
H (3.332, 3.268, -1.488)
H (-3.192, 6.040, -1.644)
H (-1.143, -3.033, -0.175)
C (1.495, 1.774, 3.619)
C (3.120, 0.883, 0.529)
N (-2.644, 0.720, -0.481)
O (-0.168, -1.028, 2.794)
H (-0.314, -3.850, 1.990)
H (-2.158, -1.260, -4.914)
H (3.112, -5.971, 1.770)
H (-1.401, -3.276, 4.609)
C (-4.750, -0.529, 1.086)
C (-4.253, -2.905, -1.820)
H (1.576, -8.107, -2.087)
H (-4.489, 1.780, -0.566)
C (4.563, 0.565, 0.257)
C (-3.455, 1.770, -0.272)
C (6.839, 1.327, 0.077)
H (-0.673, -1.774, 5.089)
C (5.501, 1.588, 0.304)
H (-2.836, -2.792, -3.406)
C (0.318, 3.311, 1.950)
H (-3.036, 5.738, 0.088)
H (-6.863, -0.927, 0.801)
H (-1.094, 1.033, 4.115)
H (0.193, 4.709, -2.606)
C (0.326, 5.695, 0.510)
N (2.639, -7.046, -0.687)
H (-0.559, -2.405, -3.162)
H (3.502, -6.943, -0.172)
C (2.305, -2.701, 1.834)
Ir (0.261, -0.372, 0.532)
B (-1.278, 1.008, 0.067)
C (-2.740, 2.803, 0.316)
H (-4.672, -3.839, -2.161)
N (-0.968, -2.406, 4.358)
H (7.564, 2.125, 0.113)
C (-0.528, 4.676, 0.093)
H (-2.038, 6.950, -0.677)
C (-0.588, 5.411, -2.342)
C (-1.394, 4.936, -1.132)
H (2.711, 4.333, -2.782)
H (1.527, 2.439, 4.482)
I (9.260, -0.383, -0.526)
H (0.962, -3.532, -1.005)
H (1.444, 0.754, 3.998)
H (-0.121, 6.378, -2.161)
C (-4.747, -2.295, -0.682)
H (-1.307, 0.485, -2.559)
H (0.342, 6.623, -0.041)
H (6.638, -2.015, -0.460)
H (-1.901, 2.186, 3.052)
H (-4.148, 0.340, 1.377)
C (2.035, -4.892, 0.245)
C (1.503, -3.646, -0.076)
C (-0.522, 3.493, 0.842)
C (2.446, 3.744, -1.906)
H (-1.381, 0.310, -4.960)
H (0.187, 1.232, 2.009)
H (-2.018, -3.621, 2.325)
C (1.765, -6.013, -0.716)
C (-4.616, -1.533, 2.232)
C (-6.203, -0.073, 0.938)
C (-3.218, -2.312, -2.518)
C (1.026, 2.418, -3.638)
H (-0.937, 2.771, 4.400)
C (1.451, 2.667, -2.221)
H (2.404, 1.894, 3.044)
C (0.264, 2.044, 2.768)
O (2.345, -0.122, 0.345)
C (-1.575, -0.497, -2.959)
C (6.316, -1.008, -0.246)
C (-3.189, -0.511, -0.959)
O (2.791, 1.985, 0.899)
H (-3.130, 3.752, 0.636)
H (5.165, 2.591, 0.531)
H (-5.549, -2.766, -0.133)
C (7.241, 0.026, -0.193)
C (-2.666, -1.103, -2.108)
H (1.040, 1.353, -3.833)
H (-6.530, 0.461, 1.828)
O (0.804, -5.963, -1.457)

Results of the Löwdin charge analysis, in e, for atoms 1 through 4: atom 1 (C): -0.048, atom 2 (H): 0.043, atom 3 (C): -0.039, atom 4 (C): -0.082


[4]
Entry from OMol25: C24H58MnO14P as an isolated structure in a non-equilibrium geometry (ωB97M-V with the def2-TZVPD basis set).

Computed properties:
**HOMO (alpha / beta)**: -11.2 / -11.2 eV
**Net charge**: +1
**E_tot**: -3494.62455 Ha
**HOMO-LUMO gap (alpha / beta)**: 0.2341 / 0.2271 hartree
**ΔE to the lowest compared entry with this formula, charge and spin**: 0.0 kJ/mol
**Maximum force**: 2.033 eV Å⁻¹
**2S+1**: 6
**⟨S²⟩**: 8.76

Element x y z (Å)
C (-6.470, 0.039, -0.283)
H (1.875, -1.526, 4.958)
H (1.620, 4.100, -2.525)
O (4.732, -0.423, -0.161)
H (-2.080, 0.228, 3.840)
H (4.994, 2.478, 0.117)
O (-1.818, 5.977, -5.049)
O (0.614, 3.355, -4.907)
H (-3.246, -3.820, -1.523)
C (-1.830, 7.344, -4.732)
C (-1.513, -0.323, 1.850)
H (1.622, 2.928, -1.171)
C (-5.082, -2.354, -2.575)
H (0.278, -2.564, 0.405)
H (-1.881, -2.715, -1.898)
H (7.755, -2.185, -2.185)
C (-7.229, -0.929, 3.132)
H (-7.354, 0.084, 3.557)
H (1.665, 1.376, 6.922)
H (-1.561, 7.527, -3.682)
H (-2.178, -1.494, 3.435)
O (-0.268, -0.790, 3.879)
H (-2.844, 7.715, -4.868)
H (7.388, -3.887, -1.808)
H (0.028, 5.637, -5.893)
H (3.164, 3.573, -1.765)
C (2.164, 3.273, -2.063)
C (7.739, -2.938, -1.400)
H (7.050, -1.510, 0.056)
H (0.020, -1.241, -1.173)
H (-5.124, -2.575, -3.654)
H (-6.298, -1.328, 3.558)
C (1.027, 1.600, -3.310)
H (0.452, -2.284, 2.156)
C (3.356, -2.515, 2.427)
H (2.743, -1.625, 2.576)
P (4.333, -1.915, 0.023)
H (4.046, -4.257, 3.419)
H (-1.356, 3.560, -5.607)
O (4.470, -2.256, 1.521)
Mn (1.934, -2.538, -2.275)
H (4.845, -2.865, 4.030)
O (5.447, -2.698, -0.708)
O (-7.206, -0.923, 1.740)
O (-1.191, -1.478, 1.123)
H (-0.863, 0.486, 1.495)
C (4.210, 1.855, 0.543)
H (3.345, 2.504, 0.729)
H (8.756, -3.112, -1.051)
H (-0.383, 1.533, -4.898)
H (-2.529, -0.051, 1.555)
C (-6.299, 0.013, 1.201)
H (-0.950, -1.060, 5.783)
C (-0.536, 5.424, -4.971)
C (-0.673, 3.921, -4.831)
O (1.238, -0.586, 6.703)
H (-0.751, -2.555, 4.959)
C (-5.975, -1.200, -2.221)
C (0.607, 1.970, -4.701)
H (-5.731, 0.732, -0.709)
H (1.211, 0.521, -3.295)
H (3.761, 0.913, -1.349)
O (2.273, 2.194, -2.993)
C (3.762, 0.680, -0.281)
O (-6.269, -1.222, -0.840)
C (1.078, -1.551, 5.725)
C (-2.870, -3.047, -2.207)
H (-5.304, -3.302, -2.069)
H (-7.482, 0.395, -0.505)
C (0.156, -1.834, 1.203)
H (6.965, -3.219, 0.579)
O (-3.760, -1.982, -2.231)
H (-8.092, -1.503, 3.457)
C (-0.283, -1.568, 5.053)
O (0.629, -1.268, -1.916)
H (-1.155, 7.933, -5.366)
H (0.267, 1.844, -2.563)
C (6.848, -2.531, -0.257)
H (-1.101, 3.742, -3.832)
H (1.233, -2.524, 6.203)
H (2.722, 0.434, -0.055)
H (4.524, 1.601, 1.559)
C (1.049, 0.763, 6.264)
H (3.146, -3.162, 4.487)
H (-6.613, 1.009, 1.570)
H (0.007, 1.061, 6.410)
H (2.668, -3.236, 1.968)
C (-1.558, -0.593, 3.321)
H (0.773, -0.941, 1.030)
C (3.872, -3.210, 3.680)
H (1.343, 0.933, 5.228)
H (-5.472, -0.278, -2.534)
O (2.999, -2.202, -0.572)
H (-2.733, -3.470, -3.218)
H (1.256, 1.475, -5.430)
H (0.042, 5.821, -4.125)
H (-5.294, -0.136, 1.620)
H (-6.900, -1.255, -2.816)

Results of the Löwdin charge analysis, in e, for atoms 1 through 4: atom 1 (C): -0.211, atom 2 (H): 0.104, atom 3 (H): 0.084, atom 4 (O): -0.147


[5]
Entry from OMol25: one molecule with the formula C2H5NO3S in a non-equilibrium geometry (ωB97M-V with the def2-TZVPD basis set).

Computed properties:
**HOMO (alpha / beta)**: -9.9 / -9.9 eV
**Net charge**: 0
**E_tot**: -757.69216 Ha
**HOMO-LUMO gap (alpha / beta)**: 0.2575 / 0.2574 hartree
**ΔE to the lowest compared entry with this formula, charge and spin**: 548.1 kJ/mol
**Maximum force**: 3.936 eV Å⁻¹

Element x y z (Å)
O (-0.877, 2.101, -0.427)
N (0.008, 0.162, 0.403)
O (-1.876, -1.031, -1.165)
O (-2.297, -0.595, 1.241)
H (1.565, -1.303, -0.432)
C (0.258, 1.363, -0.429)
H (0.686, 1.233, -1.497)
H (0.451, -1.840, 0.745)
H (1.672, -0.806, 1.185)
H (1.166, 1.863, -0.022)
S (-1.669, -0.234, -0.004)
C (0.915, -0.912, 0.402)

Results of the Löwdin charge analysis, in e, for atoms 1 through 4: atom 1 (O): -0.123, atom 2 (N): -0.248, atom 3 (O): -0.258, atom 4 (O): -0.259


[6]
Entry from OMol25: C7H14 as an isolated structure in a non-equilibrium geometry (ωB97M-V with the def2-TZVPD basis set).

Computed properties:
**HOMO**: -7.6 eV
**Net charge**: 0
**E_tot**: -274.98994 Ha
**HOMO-LUMO gap**: 0.3137 hartree
**ΔE to the lowest compared entry with this formula, charge and spin**: 331.6 kJ/mol
**Maximum force**: 1.369 eV Å⁻¹

Element x y z (Å)
C (0.598, -1.532, 0.379)
C (1.090, -0.140, 0.239)
C (-0.794, -1.407, 1.099)
C (-0.610, 1.823, 0.641)
H (1.353, -2.141, 0.911)
H (-1.119, -2.423, 1.227)
H (-1.681, -0.893, 0.655)
H (0.535, -1.977, -0.628)
H (-0.710, -0.910, 2.080)
H (-0.668, -0.617, -1.842)
H (-0.504, 2.770, 0.116)
H (-0.766, 1.131, -2.135)
H (-1.703, 1.698, 0.823)
H (-1.995, 0.334, -1.166)
H (-0.149, 1.899, 1.636)
H (1.503, 0.281, 1.162)
C (0.000, 0.731, -0.236)
H (1.761, -0.153, -1.878)
C (1.871, 0.347, -0.906)
C (-0.911, 0.349, -1.392)
H (2.896, 0.747, -0.767)

Results of the Löwdin charge analysis, in e, for atoms 1 through 4: atom 1 (C): -0.198, atom 2 (C): -0.486, atom 3 (C): -0.084, atom 4 (C): -0.060